Entry 1:
Computed, not measured: a molecular structure, C43H42Cl3N5O2PtS in a non-equilibrium geometry, with ωB97M-V/def2-TZVPD.

Properties
2S+1: 1
Frontier orbital gap (alpha / beta) (eV): 5.631 / 5.630
HOMO level (alpha / beta) (eV): -6.30 / -6.30

Each line ends with the Mulliken charge.
Positions of all 97 atoms, in Å:
1 Pt 0.67567 -1.30245 0.21615  2.14
2 C -1.80946 4.56177 3.27905  -1.81
3 C -1.03720 3.27580 3.12241  1.03
4 C -1.62991 2.15011 2.55158  -0.71
5 C -0.97492 0.92668 2.53302  -0.23
6 C 0.30177 0.82986 3.07032  -0.16
7 C 0.92988 1.95253 3.59702  -0.22
8 C 0.25892 3.16679 3.61953  -0.95
9 S 1.07389 -0.76302 3.19418  0.92
10 O 0.00895 -1.71381 3.13025  -0.59
11 O 1.89877 -0.76388 4.37374  -0.77
12 N 1.95558 -0.96816 1.83743  -0.43
13 C 3.24384 -0.44501 1.63832  -0.13
14 C 4.00983 0.16590 2.61125  -0.61
15 C 5.31727 0.62522 2.33790  -1.18
16 C 5.88839 0.49155 1.11192  -0.89
17 C 5.14788 -0.11513 0.07135  0.70
18 C 5.65609 -0.27975 -1.23931  -0.73
19 C 4.88990 -0.85715 -2.20208  -1.08
20 C 3.57987 -1.26721 -1.86653  -0.44
21 N 3.08178 -1.12321 -0.67274  0.39
22 C 3.83156 -0.56969 0.31352  0.40
23 H -2.70404 4.56495 2.65529  0.36
24 H -1.20019 5.43209 3.02895  0.38
25 H -2.13030 4.67531 4.31639  0.45
26 H -2.63154 2.22921 2.14057  0.34
27 H -1.45225 0.03638 2.14314  0.57
28 H 1.92523 1.86147 4.01349  0.44
29 H 0.74182 4.03596 4.05370  0.40
30 H 3.60447 0.26716 3.60543  0.68
31 H 5.87199 1.10320 3.13653  0.41
32 H 6.89460 0.84469 0.91837  0.41
33 H 6.66149 0.06246 -1.45859  0.42
34 H 5.26353 -0.99985 -3.20806  0.42
35 H 2.93080 -1.73068 -2.60525  0.49
36 C -0.62778 4.91180 -2.87182  -1.72
37 C -0.47051 4.82113 -1.34780  2.08
38 C -1.79970 5.17516 -0.66270  -1.34
39 C 0.58284 5.83738 -0.90778  -2.14
40 C -0.09199 3.40016 -0.95564  0.48
41 C 1.04705 3.08670 -0.24013  -0.70
42 C 1.28857 1.76963 0.12026  -0.68
43 N 0.47454 0.77234 -0.20466  -0.05
44 C -0.60822 1.04475 -0.94071  0.16
45 C -0.91663 2.33004 -1.31246  -0.75
46 C -1.40949 -0.14234 -1.36542  0.05
47 C -2.67792 -0.03451 -1.89292  -0.58
48 C -3.37678 -1.15966 -2.32469  0.56
49 C -2.69736 -2.36367 -2.24710  -0.64
50 C -1.44215 -2.41092 -1.67410  -0.79
51 N -0.81695 -1.32899 -1.19859  -0.17
52 C -4.82026 -1.10893 -2.80131  2.11
53 C -5.69156 -1.76766 -1.71860  -1.57
54 C -5.30584 0.32529 -3.01816  -2.06
55 C -4.96945 -1.87893 -4.12091  -1.70
56 H -0.86354 5.93833 -3.15961  0.47
57 H -1.42846 4.26640 -3.23802  0.29
58 H 0.29841 4.62158 -3.37261  0.37
59 H -2.10456 6.18693 -0.93824  0.47
60 H -1.69187 5.12959 0.42365  0.16
61 H -2.59714 4.48677 -0.95156  0.32
62 H 0.24857 6.84094 -1.17446  0.46
63 H 1.54188 5.66093 -1.40062  0.41
64 H 0.73648 5.81311 0.17357  0.38
65 H 1.76309 3.84015 0.05500  0.60
66 H 2.16207 1.50919 0.70265  0.09
67 H -1.80274 2.50419 -1.90868  0.48
68 H -3.13369 0.94322 -1.93708  0.51
69 H -3.13930 -3.28600 -2.59889  0.41
70 H -0.91141 -3.34406 -1.58084  0.60
71 H -5.58226 -1.24784 -0.76443  0.37
72 H -5.41100 -2.81140 -1.56579  0.38
73 H -6.74280 -1.73128 -2.01331  0.43
74 H -5.32330 0.89290 -2.08446  0.38
75 H -6.32517 0.30647 -3.40605  0.44
76 H -4.68047 0.85544 -3.74187  0.43
77 H -4.79614 -2.94798 -3.99025  0.34
78 H -4.26504 -1.50925 -4.86992  0.38
79 H -5.98075 -1.75208 -4.51050  0.46
80 Cl -1.20174 -6.86281 2.24689  -0.12
81 C -1.35274 -5.15102 2.67915  0.96
82 Cl 0.04511 -4.78074 3.81113  -0.17
83 Cl -2.86096 -4.90094 3.59551  -0.17
84 C -1.39284 -4.38761 1.44325  -1.01
85 N -0.60326 -3.71142 0.82971  0.55
86 C 0.58772 -3.28715 0.53875  -0.47
87 C 1.65167 -4.29827 0.48957  -0.09
88 C 2.96404 -3.96962 0.82794  0.10
89 C 3.95979 -4.93332 0.79862  -0.71
90 C 3.67055 -6.23793 0.41966  -0.54
91 C 2.36859 -6.57315 0.07438  -0.90
92 C 1.37008 -5.61166 0.10669  -0.37
93 H 3.18150 -2.97358 1.17883  0.59
94 H 4.96756 -4.66299 1.08969  0.45
95 H 4.44744 -6.99217 0.41385  0.40
96 H 2.12667 -7.59129 -0.20684  0.40
97 H 0.35559 -5.87940 -0.16742  0.49

***

Entry 2:
Computed, not measured: a molecular structure, C43H42N2O2SSb2Ti, with ωB97M-V/def2-TZVPD.

Properties
2S+1: 2
Charge: +1
Expectation value of S²: 0.7545
Frontier orbital gap (alpha / beta) (eV): 6.619 / 6.980
HOMO level (alpha / beta) (eV): -9.85 / -9.85

Each line ends with the Mulliken charge.
Positions of all 93 atoms, in Å:
1 Ti -0.45047 0.41996 -0.22941  0.86
2 C 0.74958 -2.08485 -1.55954  -0.52
3 C 2.15923 -1.69337 -2.01688  -0.33
4 C 2.51407 -0.24898 -1.69207  -1.60
5 Sb 2.51743 0.21585 0.42866  0.48
6 C 3.97013 -1.21959 0.98067  0.65
7 C 5.11032 -1.33804 0.18821  -0.46
8 C 6.08646 -2.26916 0.50632  -0.74
9 C 5.93789 -3.07741 1.62618  -0.53
10 C 4.81689 -2.94774 2.43050  -0.52
11 C 3.83296 -2.02259 2.10705  -0.67
12 C 3.77478 1.91594 0.40373  0.49
13 C 4.22539 2.40768 1.62640  -0.72
14 C 5.02264 3.54211 1.67563  -0.64
15 C 5.37100 4.19677 0.50188  -0.53
16 C 4.92800 3.71045 -0.71939  -0.75
17 C 4.13192 2.57322 -0.76882  -0.32
18 Sb 0.67846 -3.02393 0.41625  0.67
19 C -1.08996 -4.17640 0.19316  0.80
20 C -1.89395 -4.35867 1.31204  -0.60
21 C -3.02770 -5.15870 1.24528  -0.56
22 C -3.37098 -5.77529 0.05299  -0.59
23 C -2.57109 -5.60353 -1.06998  -0.67
24 C -1.43376 -4.81480 -0.99527  -0.46
25 C 1.98952 -4.62054 -0.12892  0.73
26 C 2.58471 -5.31574 0.92135  -0.84
27 C 3.39261 -6.41850 0.68192  -0.62
28 C 3.62446 -6.83589 -0.62033  -0.56
29 C 3.03962 -6.15163 -1.67614  -0.71
30 C 2.22618 -5.05359 -1.43071  -0.09
31 H 0.26932 -2.78750 -2.24131  0.60
32 H 0.07834 -1.20346 -1.64875  -0.39
33 H 2.24181 -1.82556 -3.09980  0.35
34 H 2.90434 -2.36042 -1.57674  0.30
35 H 1.83545 0.43322 -2.21762  0.44
36 H 3.51779 -0.00387 -2.04498  0.85
37 H 5.25475 -0.70002 -0.67703  0.33
38 H 6.96600 -2.36065 -0.11743  0.44
39 H 6.69986 -3.80475 1.87312  0.42
40 H 4.70238 -3.57006 3.30842  0.44
41 H 2.95506 -1.93790 2.73710  0.38
42 H 3.96537 1.90909 2.55457  0.44
43 H 5.37312 3.91266 2.63004  0.43
44 H 5.99386 5.08081 0.53806  0.43
45 H 5.20594 4.21443 -1.63635  0.44
46 H 3.79206 2.21360 -1.73317  0.32
47 H -1.65068 -3.87085 2.24986  0.32
48 H -3.64469 -5.29383 2.12437  0.45
49 H -4.25541 -6.39641 -0.00318  0.41
50 H -2.82915 -6.09302 -2.00043  0.43
51 H -0.80944 -4.72238 -1.87795  0.33
52 H 2.42142 -5.00328 1.94842  0.36
53 H 3.84047 -6.94958 1.51208  0.43
54 H 4.25555 -7.69351 -0.81282  0.41
55 H 3.21236 -6.47638 -2.69429  0.43
56 H 1.77395 -4.54927 -2.27723  0.23
57 S 1.28510 4.68091 -1.85735  -0.19
58 C 1.30951 4.65736 -0.14973  -0.33
59 C 1.00251 3.41775 0.29666  -1.19
60 N 0.75083 2.49494 -0.69298  1.14
61 C 0.86044 3.04559 -1.87632  -0.72
62 H 1.54889 5.53118 0.43188  0.49
63 H 0.94057 3.11512 1.33064  0.49
64 H 0.68014 2.51306 -2.79860  0.35
65 C -1.47362 -0.60733 2.67552  -1.34
66 C -2.28638 -1.06446 1.50541  0.47
67 C -3.53215 -1.60068 1.47068  -0.99
68 C -3.86169 -1.83607 0.09830  -0.80
69 C -2.80749 -1.43224 -0.65777  0.36
70 C -2.63796 -1.51796 -2.13815  -1.38
71 N -1.80426 -0.94113 0.19200  1.40
72 H -1.52483 -1.32920 3.49201  0.46
73 H -1.80483 0.35987 3.05659  0.24
74 H -0.41062 -0.51439 2.42298  0.03
75 H -4.14345 -1.82559 2.33090  0.59
76 H -4.77119 -2.27200 -0.28484  0.58
77 H -3.61447 -1.58134 -2.61666  0.47
78 H -2.07415 -2.40760 -2.43076  0.07
79 H -2.13529 -0.64331 -2.55734  0.14
80 O -1.75932 1.50298 -1.33848  -0.68
81 C -2.19475 2.03190 -0.25513  1.52
82 O -1.52003 1.79062 0.80328  -0.61
83 C -3.40915 2.85011 -0.23021  0.15
84 C -3.84368 3.39867 0.97367  -0.21
85 C -4.99837 4.16116 0.99411  -0.91
86 C -5.71039 4.36831 -0.18036  -0.33
87 C -5.27737 3.81716 -1.38035  -0.89
88 C -4.12339 3.05422 -1.40874  -0.25
89 H -3.27779 3.21744 1.87721  0.49
90 H -5.34805 4.59125 1.92265  0.42
91 H -6.61480 4.96236 -0.16132  0.41
92 H -5.84349 3.98124 -2.28692  0.42
93 H -3.77178 2.60861 -2.32919  0.49

***

Entry 3:
Computed, not measured: a molecular structure, C43H43IrN7O2Se in a non-equilibrium geometry, with ωB97M-V/def2-TZVPD.

Properties
2S+1: 6
Charge: +2
Expectation value of S²: 8.8241
Frontier orbital gap (alpha / beta) (eV): 7.141 / 5.668
HOMO level (alpha / beta) (eV): -12.86 / -13.88

Each line ends with the Mulliken charge.
Positions of all 97 atoms, in Å:
1 Ir 0.08223 -1.19639 0.01796  1.70
2 C 1.43097 -4.15726 1.38035  -1.38
3 C 1.80668 -3.56964 2.71073  0.61
4 C 1.00908 -4.28646 3.82014  -1.42
5 C 1.60070 -2.11301 3.04217  0.81
6 C 2.53216 -1.49953 3.86366  -1.12
7 C 2.28781 -0.33101 4.61487  -1.38
8 C 1.04481 0.27296 4.52810  -0.55
9 C 0.07911 -0.19776 3.63549  0.44
10 C -1.21653 0.57983 3.47699  2.18
11 C -1.97054 0.65402 4.78544  -1.79
12 C -0.98993 1.93627 2.86874  -1.26
13 C 0.34740 -1.40754 2.86027  -0.36
14 N -0.47711 -1.83716 1.91150  1.12
15 C -1.85857 -2.07586 2.19139  -0.43
16 O -2.30987 -2.51980 3.21533  -0.54
17 C -2.71021 -1.62563 1.08266  0.30
18 C -4.08216 -1.72517 1.11218  -1.02
19 C -4.81053 -1.07040 0.11312  -0.74
20 C -4.14830 -0.37505 -0.89302  -0.56
21 C -2.73605 -0.39457 -0.86659  0.68
22 N -2.05401 -0.98299 0.09786  0.39
23 C -1.92115 0.44378 -1.80944  -0.78
24 O -2.14633 0.40607 -2.97815  -0.58
25 N -0.89500 1.21787 -1.20024  0.32
26 C -0.82119 2.52599 -1.35179  0.40
27 C -1.98267 3.32734 -1.76646  0.05
28 C -1.76245 4.62588 -2.18434  -0.50
29 C -0.50233 5.19434 -2.10841  -1.65
30 C 0.56869 4.45897 -1.59992  0.02
31 C 0.47853 3.14825 -1.23202  0.11
32 C 1.70797 2.37817 -0.81934  2.51
33 C 2.72031 2.32955 -1.95406  -1.51
34 C 2.31420 2.77883 0.50829  -1.62
35 C -3.42743 2.88558 -1.57739  2.38
36 C -4.09042 3.75081 -0.46306  -1.44
37 C -4.27200 2.91798 -2.89228  -1.72
38 H 1.76367 -5.20699 1.37173  0.51
39 H 1.86677 -3.68664 0.50403  0.07
40 H 0.34642 -4.13469 1.21142  0.20
41 H 2.88594 -3.80489 2.86477  0.49
42 H -0.09861 -4.12095 3.76404  0.23
43 H 1.34896 -3.97457 4.80220  0.39
44 H 1.11675 -5.38504 3.79415  0.45
45 H 3.47249 -1.98780 4.00042  0.60
46 H 3.01420 -0.03167 5.32294  0.55
47 H 0.82523 1.16550 5.08846  0.47
48 H -1.87134 0.00815 2.79339  -0.66
49 H -1.42041 1.25007 5.52826  0.36
50 H -2.18784 -0.34767 5.19598  0.40
51 H -2.94600 1.08061 4.55675  0.45
52 H -0.54133 2.64497 3.61903  0.36
53 H -2.00559 2.36308 2.70402  0.44
54 H -0.55589 2.01039 1.87269  -0.01
55 H -4.57691 -2.30812 1.87086  0.65
56 H -5.89350 -1.09903 0.12647  0.51
57 H -4.67160 0.19305 -1.66029  0.63
58 H -2.58800 5.18851 -2.54682  0.47
59 H -0.36850 6.21144 -2.38260  0.41
60 H 1.52245 4.99032 -1.50875  0.42
61 H 1.30541 1.34921 -0.67028  -1.47
62 H 3.21150 3.26892 -2.06946  0.52
63 H 2.35930 2.05513 -2.95567  0.31
64 H 3.53415 1.61474 -1.72588  0.28
65 H 2.60418 3.82916 0.51964  0.34
66 H 3.16774 2.15208 0.63972  0.48
67 H 1.65483 2.59402 1.35513  0.19
68 H -3.35624 1.86888 -1.16586  -1.20
69 H -4.22428 4.79077 -0.81044  0.37
70 H -3.53732 3.80735 0.47540  0.33
71 H -5.07170 3.36839 -0.21637  0.43
72 H -4.34569 3.91053 -3.28027  0.47
73 H -5.26829 2.57161 -2.67339  0.47
74 H -3.79874 2.28101 -3.62089  0.36
75 Se 4.85755 -2.22481 -6.04629  0.36
76 N 3.15366 -2.62038 -5.75494  -0.78
77 C 2.90891 -2.41006 -4.48434  0.51
78 C 1.58248 -2.59013 -3.86979  0.69
79 C 0.52757 -3.21844 -4.54302  -0.94
80 C -0.66452 -3.42788 -3.91426  -1.07
81 C -0.75360 -2.96500 -2.59384  -0.37
82 N 0.22758 -2.34869 -1.94470  -0.13
83 C 1.38068 -2.20035 -2.55879  0.29
84 C 2.48462 -1.52693 -1.85140  -0.36
85 N 2.16831 -1.07633 -0.61809  0.61
86 C 3.16933 -0.59818 0.13104  -0.53
87 C 4.50434 -0.45441 -0.29375  -0.83
88 C 4.75655 -0.79829 -1.58309  -1.19
89 C 3.74312 -1.34595 -2.37119  0.99
90 C 3.98730 -1.82561 -3.74900  0.33
91 N 5.11118 -1.68127 -4.39128  -0.80
92 H 0.63091 -3.55966 -5.57727  0.51
93 H -1.48980 -3.97998 -4.33813  0.50
94 H -1.64257 -3.09993 -1.99881  0.59
95 H 2.86721 -0.28598 1.12626  0.51
96 H 5.25053 -0.01574 0.35184  0.54
97 H 5.74064 -0.69312 -1.96248  0.61